[1]
11
Properties=species:S:1:pos:R:3 method="wB97M-V/def2-TZVPD" mol_weight_g_mol=89.074 e_tot_ha=-338.71211 total_charge=+1
C -0.90 -0.71 0.13
C 1.20 0.95 0.25
N -0.27 -0.34 -0.88
N -0.44 -0.21 1.34
O 0.84 0.34 1.36
O -0.37 -1.05 -2.06
H -1.91 -1.17 0.32
H 2.18 1.18 0.01
H 0.59 1.82 0.13
H -0.88 -0.35 2.23
H -0.04 -0.46 -2.83


[2]
12
Properties=species:S:1:pos:R:3 method="wB97M-V/def2-TZVPD" mol_weight_g_mol=121.141 e_tot_ha=-737.32283 total_charge=-1
C -1.03 -1.01 0.31
C 0.37 -1.13 0.78
N -0.41 0.01 1.01
N -0.21 1.29 0.23
O 0.57 0.14 -1.99
O 0.92 2.62 -1.62
S 1.10 1.22 -1.08
H -0.99 -1.00 -0.72
H -1.98 -1.53 0.67
H 0.78 -1.58 1.65
H 0.81 -1.06 -0.21
H 0.06 2.03 0.98


[3]
13
Properties=species:S:1:pos:R:3 method="wB97M-V/def2-TZVPD" mol_weight_g_mol=121.072 e_tot_ha=-489.58008 total_charge=-1
C 1.51 -0.04 0.92
C 0.47 0.07 -0.09
N -0.63 -0.56 0.45
N -1.77 -0.83 -0.10
O -1.90 -0.66 -1.33
O -2.71 -1.26 0.55
O 0.82 -0.20 -1.38
O 0.02 1.96 -0.09
H 2.31 0.59 0.55
H 1.77 -1.15 0.75
H 1.04 0.25 1.91
H -0.05 -0.27 -1.84
H -0.89 2.10 -0.30


[4]
16
Properties=species:S:1:pos:R:3 method="wB97M-V/def2-TZVPD" mol_weight_g_mol=185.137 e_tot_ha=-1037.82815 total_charge=+1
C -1.83 -0.74 -0.25
C 1.20 -0.69 -0.79
N 0.29 -1.41 0.02
N -2.28 0.29 0.34
O -1.98 -1.85 0.33
O -3.01 -3.71 -0.69
O -1.87 -0.69 -1.56
O 0.49 -2.61 0.08
O -1.47 -1.97 -2.02
O 0.56 0.54 -0.96
S -1.71 -3.16 -0.81
H 1.26 -1.30 -1.68
H 2.25 -0.63 -0.28
H -2.46 0.27 1.34
H -2.43 1.17 -0.11
H 1.21 1.10 -1.33


[5]
17
Properties=species:S:1:pos:R:3 method="wB97M-V/def2-TZVPD" mol_weight_g_mol=217.204 e_tot_ha=-1436.60517 total_charge=-1
C 2.01 -0.42 -1.12
C 1.46 0.88 -0.62
N -2.87 -0.98 0.34
N -0.51 -1.07 -1.06
O 1.72 -1.56 -0.29
O 2.68 -0.56 -2.11
O -1.53 1.06 -0.17
O -2.63 -0.28 -2.04
O -0.05 -3.05 0.41
O 0.09 -0.90 1.43
S -1.85 -0.20 -0.79
S 0.20 -1.62 0.18
H 0.46 1.20 -0.97
H 1.36 0.71 0.48
H 2.19 1.71 -0.81
H -3.21 -1.91 0.15
H -2.34 -0.88 1.27


[6]
10
Properties=species:S:1:pos:R:3 method="wB97M-V/def2-TZVPD" mol_weight_g_mol=89.143 e_tot_ha=-586.50224 spin_multiplicity=3 s2=2.0104 total_charge=+1
C -0.66 0.55 -0.22
C 1.50 -0.17 0.38
N 0.17 -0.47 -0.08
N -1.92 0.41 -0.45
S 2.16 1.17 -0.58
H 1.45 -0.01 1.44
H 2.37 -1.00 0.36
H -0.26 -1.39 0.12
H -2.39 -0.41 -0.37
H -2.43 1.32 -0.60


[7]
11
Properties=species:S:1:pos:R:3 method="wB97M-V/def2-TZVPD" mol_weight_g_mol=87.082 e_tot_ha=-318.46797
C -0.62 0.94 1.30
N 0.13 -0.87 -0.66
C 0.36 0.47 0.26
N 1.10 -1.14 -1.87
N 0.11 0.48 -1.09
O 0.82 -2.08 -2.57
H -0.74 -1.41 -0.62
H 1.40 0.35 0.61
H -0.47 2.02 1.41
H -1.64 0.78 0.96
H -0.44 0.46 2.26


[8]
11
Properties=species:S:1:pos:R:3 method="wB97M-V/def2-TZVPD" smiles="C=NN/C=N/O" mol_weight_g_mol=87.082 e_tot_ha=-318.58985
C 1.56 -1.04 -0.02
N 1.81 0.20 -0.05
N 0.75 1.04 0.19
C -0.58 0.77 -0.06
N -1.08 -0.37 0.09
O -2.50 -0.17 -0.05
H 2.47 -1.65 -0.23
H 0.54 -1.49 0.33
H 0.98 2.01 -0.17
H -1.15 1.74 -0.20
H -2.80 -1.05 0.17


[9]
11
Properties=species:S:1:pos:R:3 method="wB97M-V/def2-TZVPD" smiles="[H]/N=C/NC(N)=O" mol_weight_g_mol=87.082 e_tot_ha=-318.74979
H 3.25 0.72 0.39
N 2.28 0.89 0.59
C 1.49 0.07 0.02
N 0.14 0.24 0.26
C -0.88 -0.59 -0.19
N -2.12 -0.17 0.22
O -0.68 -1.59 -0.86
H 1.72 -0.76 -0.65
H -0.05 0.98 0.91
H -2.89 -0.62 -0.27
H -2.26 0.79 0.46


[10]
11
Properties=species:S:1:pos:R:3 method="wB97M-V/def2-TZVPD" mol_weight_g_mol=87.082 e_tot_ha=-318.49773
C 1.39 0.31 0.14
C 0.80 -0.58 -0.97
N 0.58 0.11 1.15
N -0.36 -0.65 0.91
N -2.00 1.14 0.56
O -0.29 -1.16 -0.40
H 2.39 0.64 0.25
H 0.57 0.07 -1.91
H 1.54 -1.21 -1.34
H -2.30 0.23 0.05
H -2.32 1.12 1.55


[11]
11
Properties=species:S:1:pos:R:3 method="wB97M-V/def2-TZVPD" mol_weight_g_mol=87.082 e_tot_ha=-318.62417
H 0.71 0.51 -2.51
N 0.47 -0.42 -2.18
C 0.34 -0.46 -0.92
N -0.02 -1.62 -0.27
N 0.58 0.64 -0.08
C -0.10 1.17 0.80
O 0.14 2.04 1.73
H -0.06 -2.43 -0.87
H -0.13 -1.63 0.73
H -1.12 0.58 1.38
H -0.80 1.61 2.19


[12]
12
Properties=species:S:1:pos:R:3 method="wB97M-V/def2-TZVPD" mol_weight_g_mol=103.081 e_tot_ha=-393.80649
N -1.17 -0.21 0.75
C -0.11 0.20 -0.09
N 0.27 1.50 0.03
C -1.80 -0.83 -0.28
O 2.15 -0.54 0.01
N 0.82 -0.65 -0.66
O -2.92 -1.26 -0.36
H 2.75 -0.51 -0.74
H -1.32 -0.05 1.76
H 1.21 1.77 -0.20
H -0.39 2.17 0.37
H 0.50 -1.61 -0.58